(1)
Formula: C53H49FN6O5Ti
Source: the OMol25 dataset
Level of theory: wB97M-V/def2-TZVPD

Properties
HOMO level (alpha / beta)   -8.44 / -10.00 eV
2S+1   2
Orbital gap (alpha / beta)   5.21 / 6.76 eV
Charge   +1
Relative energy (zero: lowest compared OMol25 entry of this formula, charge and spin)   0.0 kcal per mole

Geometry as XYZ:
```
115
C53H49FN6O5Ti | the OMol25 dataset | wB97M-V/def2-TZVPD
C 11.28 13.18 12.78
H 14.52 18.89 9.48
C 12.28 8.24 7.99
H 10.08 13.17 3.91
H 10.67 13.09 13.68
C 14.02 17.97 9.14
C 14.95 9.35 14.43
C 13.80 9.69 11.91
C 16.33 11.14 7.22
C 21.79 18.74 11.14
H 22.02 18.87 8.48
H 20.78 15.42 8.68
H 15.31 12.96 12.76
C 8.95 14.76 4.84
C 17.03 11.36 11.07
C 19.90 18.91 8.93
H 18.89 11.20 7.26
H 20.67 17.04 11.65
H 19.57 18.62 7.91
C 14.98 10.30 12.15
H 11.03 10.56 10.02
C 18.93 10.12 10.24
O 15.03 11.26 7.28
C 19.73 15.48 8.83
C 9.97 15.50 6.90
Ti 13.88 12.15 8.66
H 22.46 11.80 7.07
N 21.64 19.96 10.26
O 16.96 10.28 6.68
H 21.29 20.48 8.25
H 13.29 9.84 10.97
C 15.48 11.42 11.19
C 11.01 13.83 9.04
H 17.49 13.24 12.09
H 12.61 18.13 10.67
N 20.14 17.67 9.76
C 12.65 12.97 12.89
C 17.87 12.32 11.57
H 19.65 18.53 11.63
C 17.10 15.62 9.55
O 14.96 11.20 9.95
C 13.68 16.18 7.55
C 11.32 8.53 8.95
H 11.82 13.12 5.65
C 21.26 19.62 8.84
H 13.87 15.61 6.65
N 12.57 10.40 8.53
H 20.90 13.71 6.64
C 18.51 12.19 7.70
N 19.37 13.16 8.04
H 11.43 16.04 10.10
H 13.05 12.88 13.87
H 10.59 7.83 9.31
C 13.72 8.86 14.14
H 10.55 12.94 8.59
H 15.28 17.71 7.41
C 20.75 13.09 7.56
H 13.83 9.54 7.20
C 16.58 13.47 8.51
C 17.91 16.64 9.86
H 16.00 15.65 9.73
H 16.58 10.47 13.63
C 19.79 11.13 10.69
C 10.00 13.87 4.71
H 9.92 16.15 7.71
N 12.96 9.37 7.76
C 17.12 12.30 7.81
H 8.21 16.30 6.11
H 19.16 19.57 9.40
C 8.94 15.58 5.95
H 21.30 11.04 8.28
C 12.65 15.65 8.36
H 15.32 9.07 15.40
C 12.92 17.53 9.84
H 12.16 8.66 12.74
H 12.46 7.33 7.43
C 11.55 13.54 10.42
H 21.40 13.06 9.66
C 10.77 13.54 11.57
C 13.16 9.02 12.93
C 21.68 11.94 7.81
C 10.97 14.59 6.79
H 22.49 20.51 10.29
H 22.67 13.79 8.53
C 12.29 16.36 9.51
O 12.78 13.29 7.59
C 17.56 10.26 10.38
C 21.78 13.18 8.64
F 17.52 17.80 10.39
C 17.55 14.47 8.92
C 20.49 17.99 11.17
C 19.25 12.22 11.35
H 19.38 9.21 9.80
C 14.42 17.31 7.95
H 13.03 8.45 14.90
H 19.95 13.03 11.64
H 9.72 13.81 11.52
H 22.14 19.08 12.11
C 11.60 9.92 9.29
C 18.89 14.38 8.57
H 20.99 20.61 10.72
C 13.45 12.95 11.77
C 19.28 16.59 9.50
H 15.34 13.60 11.19
H 10.19 14.54 9.17
H 22.62 18.14 10.68
N 12.84 13.17 10.53
C 15.58 10.11 13.42
H 16.88 9.57 9.90
H 20.89 11.12 10.55
O 15.38 13.61 8.77
H 8.17 14.75 4.05
C 14.94 12.76 11.75
C 10.98 13.78 5.68
C 11.93 14.35 7.95
```



(2)
Formula: C30H50MoP2
Source: the OMol25 dataset
Level of theory: wB97M-V/def2-TZVPD

Properties
HOMO level (alpha / beta)   -13.47 / -13.58 eV
2S+1   3
Orbital gap (alpha / beta)   6.94 / 4.87 eV
Charge   +2

Geometry as XYZ:
```
83
C30H50MoP2 | the OMol25 dataset | wB97M-V/def2-TZVPD
C 3.06 -0.79 5.17
H 3.61 4.11 0.41
C -1.72 2.83 -0.56
H 3.41 0.42 1.61
H -4.22 -2.43 -0.91
C 3.59 1.33 1.03
C 2.68 3.75 -0.04
C -1.27 0.58 -5.24
C -0.74 -1.36 -3.57
C 1.32 -0.26 3.63
C -1.03 0.84 1.82
H 0.75 -1.37 -5.21
H 0.20 2.75 -2.89
H -0.61 -1.20 3.89
H -4.13 -1.70 -2.54
H -3.01 -2.60 1.10
H 3.27 3.28 2.67
C -0.01 1.75 -3.26
C 2.60 -0.05 4.04
H -2.22 1.02 -5.60
H 4.02 1.03 0.07
H 2.56 -2.29 6.63
C -3.86 1.22 -2.49
H 3.01 -3.48 -2.21
C 0.42 -1.10 4.22
H -1.25 -2.58 1.05
H -0.81 1.91 1.90
H -4.12 0.44 -3.21
C -3.09 0.67 -1.34
H 1.38 -1.40 1.51
H 0.24 -2.61 5.79
H -2.10 -1.63 2.25
H -2.31 3.41 0.17
H -0.03 -4.14 -1.50
C -3.55 -1.92 -1.62
H 3.92 -2.47 -1.01
H -0.07 0.32 2.03
C 0.56 -4.33 -0.59
H -1.67 0.58 2.67
C 1.79 -2.42 1.40
H -2.64 -1.02 -4.56
H 1.90 2.39 3.30
H -0.65 2.98 -0.34
H 3.64 -4.24 -0.68
H 1.94 4.56 0.00
H 4.07 -0.63 5.54
C 0.90 -1.88 5.32
C 3.24 -3.33 -1.13
H -0.75 0.22 -6.15
C -2.08 1.38 -0.52
C -0.42 1.76 -4.70
C -2.21 -0.79 0.26
C 2.22 3.04 2.49
H 1.14 -5.25 -0.75
H 0.46 1.89 -5.35
C -1.69 -0.53 -4.28
C 0.69 -1.42 -4.10
H 4.33 1.93 1.58
H 2.02 0.29 -4.37
H -3.28 2.00 -3.01
H 1.23 0.83 -1.68
H -1.91 3.23 -1.57
C -2.14 -1.95 1.20
H 1.66 3.98 2.59
H 2.84 -2.38 1.74
H 1.21 -3.10 2.03
C -2.93 -0.74 -0.98
Mo -1.28 0.35 -2.54
C 0.76 0.67 -2.66
C 2.21 -1.71 5.78
H -1.01 2.69 -4.86
P 2.02 2.26 0.83
H 3.26 0.66 3.55
H 2.86 3.53 -1.10
H -1.08 -2.30 -3.03
H 1.14 -2.39 -3.82
H 2.39 -0.70 -2.99
H -4.82 1.69 -2.20
C -1.68 0.47 0.53
P 1.68 -2.92 -0.34
H -2.76 -2.64 -1.89
H -0.14 -4.46 0.25
C 1.54 -0.28 -3.55
```



(3)
Formula: C25H58B3N7O12
Source: the OMol25 dataset
Level of theory: wB97M-V/def2-TZVPD

Properties
HOMO level   -8.61 eV
2S+1   1
Orbital gap   8.89 eV

Geometry as XYZ:
```
105
C25H58B3N7O12 | the OMol25 dataset | wB97M-V/def2-TZVPD
H -6.02 3.04 -6.78
N 7.42 5.13 3.44
C 6.49 4.02 3.40
N 1.94 -4.82 -8.29
H 3.91 4.86 5.24
N -0.24 0.63 6.56
N 3.93 4.26 7.25
O -3.24 -0.08 -6.18
C -3.49 -3.91 -5.30
C -1.24 -1.87 1.04
H -0.51 0.66 0.90
C -1.83 -1.25 -0.25
H 1.51 -6.83 -8.68
H -5.14 -3.08 4.02
H 7.03 3.10 3.18
C -1.26 0.86 7.42
O 1.43 -1.34 -3.05
H -2.16 -2.61 -6.40
O -5.75 -1.92 1.61
C -0.29 -2.20 -4.81
H -3.42 -4.67 -4.52
H 2.27 -2.84 -7.87
H -2.57 -1.95 -0.64
H 0.55 -2.83 -5.09
H 1.78 0.18 6.29
H 4.78 4.31 9.16
C 4.05 2.96 6.94
C -4.34 0.44 -6.17
H -2.21 1.07 6.90
O 0.35 -3.39 -7.51
H -6.64 1.51 -6.14
H -0.53 -1.48 -5.59
H 3.34 -5.37 -9.73
H -3.96 -4.36 -6.18
H 5.99 3.92 4.37
C -5.91 2.30 -5.98
H -1.49 -4.22 -6.12
O 0.63 -0.75 -0.88
H 8.96 4.46 2.20
O -1.43 -3.00 -4.48
H 1.29 -3.43 -0.75
N 2.02 -2.83 -1.13
O -0.93 -0.83 -2.69
O 4.12 2.05 7.75
O 0.13 -1.28 2.87
H 0.60 -6.11 -7.33
C -5.85 -1.02 2.42
H -5.15 -2.57 -5.56
O -0.73 0.45 1.81
H -1.46 0.89 4.87
B 0.08 -1.42 -3.47
H -6.04 0.87 4.12
H -3.68 -2.33 3.35
H 0.22 1.43 4.69
H -4.12 -2.05 5.05
N -5.28 -1.03 3.64
H -2.78 2.60 -6.67
H -2.04 -2.36 1.59
H -0.16 -0.30 4.69
H 7.73 7.14 3.71
H -6.42 -0.10 2.21
H 3.78 5.72 8.74
H 9.22 4.19 3.94
H -3.79 -1.81 -4.75
H 1.03 -0.55 7.73
H 4.08 2.78 5.85
C 3.31 -5.03 -8.70
H 3.78 -5.79 -8.06
H 2.91 5.84 6.33
H 9.39 5.82 3.26
C -5.43 0.08 4.57
C -0.56 -0.89 1.98
C 3.86 5.30 6.24
H -5.26 -0.15 -6.30
H -4.45 0.49 4.81
C -2.09 -3.43 -5.67
C 6.94 6.37 3.70
H -2.39 -0.32 -0.05
H 5.74 4.19 2.64
C -0.42 0.66 5.12
C 3.87 4.64 8.66
H 3.02 4.16 9.13
H 4.68 6.00 6.36
O 5.77 6.63 3.91
C 1.08 0.34 7.10
N -4.57 1.76 -5.99
H -4.87 -2.94 -3.87
B -0.70 -0.93 -1.33
C 8.83 4.89 3.20
C 1.49 -3.62 -7.87
H -2.87 2.34 -4.92
O -1.17 0.85 8.63
H -6.11 2.79 -5.02
H 3.88 -4.11 -8.61
H 2.36 -3.35 -1.93
H -3.79 3.67 -5.67
H 1.41 1.17 7.72
H -5.91 -0.26 5.48
C -4.51 -2.19 4.04
H 0.17 -5.70 -8.99
C 1.00 -5.93 -8.32
H -0.53 -2.65 0.76
C -3.44 2.65 -5.80
B 1.38 -1.65 -1.66
C -4.37 -2.74 -4.81
```



(4)
Formula: C19H38O9
Source: the OMol25 dataset
Level of theory: wB97M-V/def2-TZVPD

Properties
HOMO level   -9.67 eV
2S+1   1
Orbital gap   10.33 eV
Structure (SMILES)   CCOC(C)=O.CCOC(C)=O.CCOC(C)=O.CCOC(C)=O.CC(C)=O
Relative energy (zero: lowest compared OMol25 entry of this formula, charge and spin)   174.0 kcal per mole

Geometry as XYZ:
```
66
C19H38O9 | the OMol25 dataset | wB97M-V/def2-TZVPD
H -1.29 2.06 1.91
H 3.64 -5.99 0.78
H -5.07 -1.12 -5.43
O -0.35 0.58 0.67
H -0.78 4.64 4.85
H -0.22 2.03 4.65
C -0.82 2.37 5.63
H -0.25 -0.98 -1.54
O -2.33 3.38 3.96
C 2.35 -4.30 0.91
H -3.14 -0.10 -6.63
H 0.89 3.03 2.55
C -1.46 3.72 5.00
O -2.84 5.54 3.43
C 0.81 -2.59 1.45
H -1.66 0.64 -5.57
H 3.41 -1.81 -1.38
C -4.35 -1.79 -5.17
O 3.94 0.88 -0.89
H -4.45 -2.21 -4.25
H -3.79 3.38 1.37
H -0.33 2.68 0.47
H -0.73 -2.73 2.85
H -2.28 4.21 5.79
H 4.28 -4.66 1.83
H 1.32 -1.76 0.99
H 1.83 2.09 1.57
H 5.84 2.24 -2.15
C -2.94 4.35 3.28
O 3.77 -0.38 -2.80
C 5.03 1.66 -2.80
H 5.86 1.11 -3.10
C 2.87 -1.27 -2.15
H -1.17 -1.62 -0.09
H 2.23 -0.85 -1.53
C 0.91 2.11 2.15
C -4.03 3.88 2.32
H -0.29 2.54 6.54
H -1.89 -1.16 -1.53
H 2.97 -2.69 -3.87
H 1.06 1.37 3.04
H -4.61 3.13 2.81
C -0.36 1.91 1.27
C -1.26 0.45 -0.25
C -2.68 0.22 -5.67
O -2.04 1.22 -0.65
H -4.82 4.37 2.03
H -3.28 1.00 -5.23
O 1.69 -3.66 1.89
H 4.78 2.39 -3.61
H 1.59 -1.68 -4.11
C 3.41 -5.25 1.54
H 2.94 -5.69 2.41
H -0.47 -1.04 2.36
H 0.74 -1.98 3.53
C -2.96 -1.18 -4.94
O -2.07 -1.62 -4.13
H -4.26 -2.32 -6.14
C -1.13 -0.99 -0.99
H 1.33 -2.81 -2.80
O 2.32 -4.21 -0.34
C 0.05 -1.96 2.67
H -1.71 1.57 5.80
H 0.04 -2.78 0.82
C 4.15 0.60 -2.10
C 2.11 -2.14 -3.28
```